A structure of composition C33H40N4O3P2Pb in a non-equilibrium geometry. Source: OMol25; level of theory: ωB97M-V/def2-TZVPD.

As for the largest force on an atom: 1.14 eV Å⁻¹. For the HOMO energy, the calculation gives -12.894 eV. The HOMO-LUMO gap comes out at 6.7 eV.

Geometry as ORCA input:
```
! RIJCOSX wB97M-V def2-TZVPD def2/J DEFGRID3
* xyz 2 1
Pb 2.0010 -1.7088 1.3339
C 5.5620 0.7989 -0.8757
O 6.1868 0.0991 0.2082
C 5.6662 0.2818 1.4413
C 6.5630 0.5279 2.4636
C 6.1415 0.6928 3.7878
C 4.8095 0.6590 4.0965
C 3.8845 0.3649 3.0854
C 2.5149 0.4568 3.4585
N 1.5399 0.2289 2.6291
N 0.2668 0.3578 3.2100
C -0.6506 0.6558 2.4088
O -0.2539 0.8416 1.0857
C -2.0473 0.7395 2.8133
C -2.3176 0.9736 4.1586
C -3.6303 0.9697 4.6345
C -4.6523 0.7690 3.7327
C -4.3947 0.5461 2.3818
C -3.0929 0.5050 1.9243
C 4.2960 0.1297 1.7305
O 3.4623 -0.2409 0.7582
H 6.3589 1.0106 -1.5774
H 5.1187 1.7409 -0.5400
H 4.7919 0.1813 -1.3468
H 7.6165 0.5849 2.2307
H 6.8750 0.8990 4.5521
H 4.4692 0.8599 5.0975
H 2.2727 0.7395 4.4699
H -1.5012 1.1371 4.8326
H -3.8612 1.1217 5.6730
H -5.6987 0.7920 4.0378
H -5.2230 0.3931 1.6963
H -2.9241 0.2551 0.8878
C -1.7245 3.0688 0.2405
P -0.7028 1.6601 -0.1945
C -1.6886 0.5607 -1.2709
N -2.5671 1.2295 -1.9770
C -3.4518 0.5145 -2.7160
C -4.4377 1.1302 -3.5196
C -5.3490 0.3698 -4.2052
C -5.3055 -1.0481 -4.1284
C -4.3794 -1.6795 -3.3607
C -3.4161 -0.9025 -2.6633
N -2.4753 -1.5442 -1.9526
C -1.6043 -0.8448 -1.2692
P -0.3898 -1.9329 -0.4009
C -1.4392 -2.7164 0.9000
C 0.0742 -3.3096 -1.6240
C 0.6079 -2.5832 -2.8770
C -1.0338 -4.3215 -1.9448
C 1.2613 -4.0706 -0.9720
C 0.8018 2.2555 -1.0010
C 1.7225 2.8885 0.0812
C 1.5477 1.0991 -1.6944
C 0.3688 3.2804 -2.0628
H -2.0742 3.5275 -0.6835
H -1.1239 3.8035 0.7709
H -2.5746 2.7895 0.8569
H -4.4755 2.2214 -3.5876
H -6.1071 0.8316 -4.8336
H -6.0205 -1.6097 -4.7016
H -4.3203 -2.7580 -3.2990
H -2.3109 -3.2062 0.4459
H -1.7837 -2.0015 1.6527
H -0.8393 -3.4892 1.3990
H -0.1900 -2.0528 -3.4009
H 1.0501 -3.3088 -3.5642
H 1.3796 -1.8533 -2.6065
H -1.8904 -3.8479 -2.4158
H -1.3578 -4.8690 -1.0461
H -0.6450 -5.0814 -2.6246
H 2.1517 -3.4556 -0.9201
H 1.5303 -4.9053 -1.6009
H 1.0084 -4.4767 -0.0018
H 1.9524 2.1627 0.8617
H 1.2660 3.7904 0.5088
H 2.6530 3.1905 -0.3869
H 2.0144 0.4259 -0.9719
H 2.3816 1.5050 -2.2867
H 0.8960 0.5540 -2.3788
H -0.1803 4.1211 -1.6437
H -0.2304 2.8545 -2.8660
H 1.2719 3.6705 -2.5432
*
```

And the Löwdin charges, in e, turn out to be:
1. Pb 1.442
2. C -0.047
3. O -0.060
4. C -0.235
5. C 0.055
6. C -0.048
7. C -0.030
8. C -0.171
9. C -0.069
10. N -0.145
11. N 0.125
12. C -0.310
13. O -0.203
14. C -0.177
15. C 0.006
16. C -0.029
17. C -0.048
18. C -0.048
19. C -0.068
20. C -0.293
21. O -0.356
22. H 0.098
23. H 0.096
24. H 0.078
25. H 0.137
26. H 0.118
27. H 0.121
28. H 0.143
29. H 0.116
30. H 0.118
31. H 0.124
32. H 0.119
33. H 0.088
34. C -0.103
35. P 0.995
36. C -0.328
37. N 0.164
38. C -0.181
39. C 0.007
40. C -0.023
41. C -0.029
42. C 0.014
43. C -0.183
44. N 0.147
45. C -0.384
46. P 0.934
47. C -0.229
48. C -0.684
49. C -0.085
50. C -0.075
51. C -0.140
52. C -0.611
53. C -0.032
54. C -0.065
55. C -0.059
56. H 0.070
57. H 0.080
58. H 0.064
59. H 0.129
60. H 0.125
61. H 0.120
62. H 0.123
63. H 0.061
64. H 0.035
65. H 0.047
66. H 0.078
67. H 0.103
68. H 0.068
69. H 0.058
70. H 0.089
71. H 0.097
72. H 0.036
73. H 0.098
74. H 0.067
75. H 0.063
76. H 0.093
77. H 0.097
78. H 0.043
79. H 0.110
80. H 0.074
81. H 0.080
82. H 0.090
83. H 0.108